Below is a structure of composition C18H22IN2NiO3, with properties calculated with ωB97M-V/def2-TZVPD.

```
47
Properties=species:S:1:pos:R:3:forces:R:3
Ni -0.5789 -0.7376 -1.3708 0.325 -0.105 0.062
C 3.8284 -1.3363 -2.3825 -0.043 -0.005 -0.005
C 3.4502 -1.0559 -0.9612 0.118 0.021 0.007
N 4.4016 -0.8351 -0.0869 -0.128 0.004 0.063
C 4.0792 -0.6051 1.2034 0.067 0.028 0.005
C 2.7990 -0.6160 1.6843 -0.025 -0.018 -0.119
C 2.5365 -0.4014 3.1518 0.005 0.039 0.046
O 1.5341 0.5870 3.3978 0.038 -0.002 0.035
C 1.7427 -0.8386 0.7578 -0.010 0.006 0.139
C 0.4016 -0.9509 1.2727 0.105 -0.143 -0.114
N -0.6854 -1.0045 0.5744 -0.191 0.172 0.218
C -1.9465 -1.1326 1.2295 0.055 0.008 -0.037
C -2.1429 -0.8593 2.5844 0.025 0.039 -0.014
C -3.3909 -1.0039 3.1624 -0.013 -0.013 0.002
C -4.4804 -1.4130 2.4067 -0.012 0.004 0.008
C -4.3204 -1.6609 1.0539 0.056 0.017 0.040
C -3.0641 -1.5121 0.4883 -0.028 -0.028 0.042
I -2.8894 -1.8542 -1.5715 -0.395 -0.141 -0.139
C 2.0701 -1.0347 -0.5940 -0.221 -0.152 -0.177
O 1.1782 -1.2447 -1.5405 0.354 0.225 0.150
H 4.9109 -1.3379 -2.4694 0.003 0.000 0.006
H 3.4136 -0.5861 -3.0578 0.009 0.002 0.002
H 3.4326 -2.3008 -2.7039 0.001 -0.002 0.003
H 4.9129 -0.4141 1.8695 0.000 -0.004 -0.006
H 3.4725 -0.1416 3.6484 0.001 -0.023 0.002
H 2.1784 -1.3207 3.6211 -0.018 -0.003 -0.027
H 1.9522 1.4529 3.4270 -0.015 0.004 -0.030
H 0.3187 -1.0272 2.3492 0.021 -0.051 0.000
H -1.3252 -0.5028 3.1965 0.007 0.015 -0.016
H -3.5121 -0.7842 4.2142 -0.009 0.000 0.000
H -5.4546 -1.5248 2.8616 0.000 -0.001 -0.001
H -5.1640 -1.9631 0.4490 0.000 -0.002 -0.005
C -2.8756 2.2742 -2.1992 -0.038 0.021 -0.008
C -1.9816 1.8892 -1.0458 0.089 -0.031 0.061
O -0.7757 1.2313 -1.5062 -0.111 0.119 -0.213
C 0.2775 2.1348 -1.9444 -0.057 -0.018 0.069
C 0.9677 1.5945 -3.1689 0.041 0.003 -0.069
H -3.7785 2.7521 -1.8176 0.004 0.002 0.001
H -3.1720 1.3949 -2.7714 0.007 -0.006 0.004
H -2.3872 2.9784 -2.8728 0.011 -0.003 0.005
H -2.4714 1.1824 -0.3753 -0.013 -0.006 -0.011
H -1.6794 2.7516 -0.4491 -0.018 0.008 -0.003
H 0.9609 2.2682 -1.1034 0.029 -0.018 -0.020
H -0.1955 3.0918 -2.1626 0.015 0.014 0.021
H 1.4358 0.6293 -2.9799 -0.029 0.014 0.024
H 1.7500 2.2920 -3.4701 -0.003 0.000 -0.007
H 0.2667 1.4953 -3.9987 -0.010 0.010 0.006
```
Positions in Å, forces in eV/Å.

## Properties
total charge	+1
gap between HOMO and LUMO (alpha / beta)	7.56 / 7.44	eV
LUMO level (alpha / beta)	-3.63 / -3.80	eV
calculated total energy	-2840.12083	hartree
multiplicity	3